{
  "formula": "C9H34N2O8",
  "method": "ωB97M-V/def2-TZVPD",
  "elements": ["N", "C", "N", "O", "H", "H", "H", "H", "C", "C", "O", "H", "H", "H", "H", "H", "H", "C", "O", "H", "H", "H", "H", "C", "O", "H", "H", "H", "H", "C", "O", "H", "H", "H", "H", "C", "O", "H", "H", "H", "H", "C", "O", "H", "H", "H", "H", "C", "O", "H", "H", "H", "H"],
  "coordinates": [[-3.17232, 0.88240, -1.63464], [-3.05432, -0.39860, -1.81064], [-4.17432, -0.90360, -2.19064], [-1.88932, -1.06460, -1.57964], [-2.27832, 1.37240, -1.38564], [-3.86432, 1.47540, -2.03864], [-4.08632, -1.90660, -2.34364], [-4.90132, -0.32760, -2.73264], [3.32068, 1.48840, -0.96364], [3.14068, 2.93440, -0.57464], [3.27168, 2.96540, 0.89736], [2.63368, 0.84340, -0.54264], [4.32468, 1.14640, -0.64164], [3.34368, 1.27040, -1.99864], [2.19068, 3.42040, -0.84564], [3.96868, 3.46240, -1.05564], [2.45468, 3.26840, 1.35136], [-2.20032, -1.85760, 1.70736], [-1.73232, -0.57660, 2.03336], [-2.53632, -1.79860, 0.69036], [-3.04732, -2.03760, 2.37736], [-1.39132, -2.53460, 1.84636], [-2.42432, -0.02860, 1.67636], [1.08968, -1.46960, 0.29036], [0.94368, -1.17260, -1.13564], [0.39768, -0.86960, 0.87736], [2.11368, -1.43160, 0.59336], [0.65768, -2.48460, 0.40436], [0.03868, -1.17760, -1.40664], [-1.01532, -1.54360, -4.70564], [-1.08432, -0.86060, -5.91664], [-0.38332, -2.41360, -4.77864], [-1.96932, -1.90960, -4.39464], [-0.64932, -0.96960, -3.90764], [-1.50932, -0.06460, -5.63264], [0.48068, -2.17560, 4.02236], [-0.14832, -0.89160, 4.34636], [-0.32432, -2.88460, 4.12336], [1.23968, -2.40460, 4.72636], [0.80268, -2.30160, 3.01736], [-0.89132, -0.88860, 3.72836], [2.28068, 0.69540, 2.97036], [3.44468, 0.55540, 2.21336], [2.29368, 0.05940, 3.83236], [1.36268, 0.45940, 2.37336], [2.24368, 1.73540, 3.44036], [3.27568, 1.17140, 1.48336], [-0.27032, 1.72240, -0.01264], [-1.34332, 2.57140, -0.41564], [-0.51932, 1.29640, 0.89136], [0.68268, 2.15540, 0.06536], [-0.16732, 0.96740, -0.78464], [-0.96932, 3.42940, -0.54964]],
  "de_lowest_kj_mol": 30.0,
  "total_charge": 0,
  "total_energy_ha": -1074.5742,
  "max_force_ha_per_bohr": 0.1279,
  "smiles": "NC(N)=O.CCO.CO.CO.CO.CO.CO.CO"
}

{
  "formula": "C45H66AgN3O2Se",
  "method": "ωB97M-V/def2-TZVPD",
  "elements": ["Ag", "C", "C", "C", "C", "C", "C", "C", "Se", "C", "C", "C", "C", "C", "C", "O", "C", "C", "C", "C", "C", "C", "C", "C", "C", "O", "C", "C", "C", "C", "C", "C", "H", "H", "H", "H", "H", "H", "H", "H", "H", "H", "H", "H", "H", "H", "H", "H", "H", "H", "H", "H", "H", "H", "H", "H", "H", "H", "H", "H", "H", "H", "H", "H", "H", "H", "H", "H", "H", "H", "H", "H", "C", "C", "C", "C", "C", "C", "C", "C", "N", "C", "C", "C", "C", "H", "H", "H", "H", "H", "H", "H", "H", "H", "H", "H", "H", "H", "H", "H", "H", "H", "H", "C", "C", "C", "C", "N", "N", "C", "H", "H", "H", "H", "H", "H", "H", "H"],
  "coordinates": [[-0.57600, 0.53251, 0.40047], [-1.98418, 1.00799, -7.60265], [-0.64081, 1.09018, -6.86139], [0.37893, 0.19869, -7.58589], [-0.13730, 2.53094, -6.94637], [-0.81504, 0.63106, -5.41569], [-0.62235, 1.45449, -4.31787], [-0.79255, 0.99861, -3.01856], [-0.43401, 2.24912, -1.59445], [1.48703, 2.37234, -1.67522], [2.03057, 3.12460, -2.70799], [3.39847, 3.23693, -2.89558], [4.20805, 2.55675, -1.97287], [3.72095, 1.82489, -0.90920], [2.29018, 1.69527, -0.71031], [1.81693, 1.03541, 0.27185], [4.66203, 1.12951, 0.08131], [4.41888, -0.38624, 0.05129], [6.14009, 1.36873, -0.24176], [4.41712, 1.65911, 1.50300], [4.03291, 4.03325, -4.03437], [5.04074, 5.05188, -3.48062], [2.99038, 4.80686, -4.84223], [4.76730, 3.08104, -4.99086], [-1.20210, -0.33444, -2.71514], [-1.36414, -0.77600, -1.52944], [-1.43957, -1.17554, -3.87042], [-1.23217, -0.67842, -5.14125], [-1.92210, -2.61365, -3.65409], [-2.13846, -3.36378, -4.97170], [-3.26199, -2.60499, -2.90129], [-0.88793, -3.40713, -2.84202], [-1.87663, 1.32457, -8.64643], [-2.72236, 1.65008, -7.11763], [-2.37351, -0.01166, -7.59258], [0.48382, 0.50387, -8.63302], [0.07617, -0.84939, -7.56602], [1.35667, 0.27241, -7.10519], [-0.00964, 2.81902, -7.99421], [0.82624, 2.63726, -6.44450], [-0.83874, 3.22949, -6.48602], [-0.31927, 2.48522, -4.45273], [1.34364, 3.63317, -3.37279], [5.28191, 2.62317, -2.10113], [4.59680, -0.78801, -0.94994], [3.38983, -0.59740, 0.33010], [5.09084, -0.89131, 0.75590], [6.41395, 0.97501, -1.22388], [6.75393, 0.85506, 0.50393], [6.39048, 2.43282, -0.21346], [3.37821, 1.50610, 1.78739], [4.64625, 2.72782, 1.54969], [5.07029, 1.13847, 2.21229], [4.54073, 5.75104, -2.80687], [5.50142, 5.62117, -4.29555], [5.83742, 4.56166, -2.91953], [2.43507, 5.50079, -4.20761], [2.27287, 4.13644, -5.31765], [3.48544, 5.38238, -5.63030], [5.53020, 2.50854, -4.45913], [5.25351, 3.63584, -5.80147], [4.06555, 2.36846, -5.42881], [-1.41122, -1.33484, -5.98546], [-2.89222, -2.87885, -5.59790], [-2.48772, -4.37620, -4.74937], [-1.21250, -3.44749, -5.54673], [-4.02816, -2.10234, -3.49904], [-3.15397, -2.08005, -1.95410], [-3.59417, -3.63181, -2.71003], [0.07942, -3.41256, -3.35212], [-1.22392, -4.44355, -2.71742], [-0.75940, -2.95330, -1.86317], [-3.34832, 0.08901, 6.80109], [-3.03052, 0.57888, 5.40713], [-3.54145, 1.79217, 4.96742], [-3.21977, 2.21546, 3.66987], [-3.74037, 3.53482, 3.15168], [-2.42435, 1.43781, 2.86599], [-1.86956, 0.17251, 3.25933], [-2.22471, -0.20695, 4.59398], [-1.11663, -0.46073, 2.35213], [-0.44970, -1.75959, 2.46187], [-0.88475, -2.59090, 1.24210], [-0.70986, -2.64952, 3.68891], [1.06911, -1.52224, 2.40235], [-3.98582, 0.79961, 7.33084], [-2.43695, -0.04980, 7.38902], [-3.86587, -0.87379, 6.77388], [-4.16959, 2.39993, 5.61126], [-4.40251, 4.00806, 3.87990], [-4.29684, 3.40159, 2.22150], [-2.92050, 4.22506, 2.94027], [-2.18883, 1.78220, 1.86192], [-1.86913, -1.12665, 5.02459], [-1.93637, -2.87231, 1.34377], [-0.28803, -3.50627, 1.14888], [-0.81796, -2.01318, 0.31737], [-1.77250, -2.85556, 3.82262], [-0.30765, -2.21569, 4.60459], [-0.20066, -3.60445, 3.52616], [1.34048, -0.87761, 1.56286], [1.61851, -2.46846, 2.32627], [1.39696, -1.00370, 3.30730], [2.47834, -4.07230, -0.64339], [2.43168, -2.90095, -1.56496], [3.04028, -2.64547, -2.77752], [2.58023, -1.35971, -3.15346], [1.75893, -0.87401, -2.24220], [1.68324, -1.81589, -1.30065], [2.87786, -0.55143, -4.37430], [3.19482, -4.80707, -1.00956], [1.50027, -4.55373, -0.56995], [2.77969, -3.77074, 0.36223], [3.72048, -3.29176, -3.30974], [1.09041, -1.64231, -0.50285], [3.79536, -0.89016, -4.85999], [2.98730, 0.49853, -4.09680], [2.05296, -0.62138, -5.08840]],
  "de_lowest_kj_mol": 67.2,
  "total_charge": -2,
  "total_energy_ha": -4617.5569,
  "max_force_ha_per_bohr": 0.0033
}

{
  "formula": "C24H62N4O8",
  "method": "ωB97M-V/def2-TZVPD",
  "elements": ["C", "O", "C", "C", "C", "N", "H", "H", "H", "H", "H", "H", "H", "H", "H", "H", "H", "C", "O", "C", "C", "N", "C", "C", "O", "C", "H", "H", "H", "H", "H", "H", "H", "H", "H", "H", "H", "H", "H", "H", "H", "C", "O", "C", "C", "N", "C", "C", "O", "C", "H", "H", "H", "H", "H", "H", "H", "H", "H", "H", "H", "H", "H", "H", "H", "C", "O", "C", "C", "N", "C", "C", "O", "C", "H", "H", "H", "H", "H", "H", "H", "H", "H", "H", "H", "H", "H", "H", "H", "C", "C", "O", "H", "H", "H", "H", "H", "H"],
  "coordinates": [[-5.63503, 1.60985, 1.76119], [-4.49479, 2.52562, 1.69557], [-3.36837, 2.23324, 0.81822], [-2.07797, 3.06455, 1.34867], [-1.63561, 2.52783, 2.78486], [-2.40790, 4.49450, 1.24590], [-5.97973, 1.05466, 0.88879], [-6.48386, 2.27482, 1.92054], [-5.50032, 0.89057, 2.56902], [-3.26990, 1.14812, 0.84845], [-3.46385, 2.33298, -0.26299], [-1.20285, 2.93609, 0.71165], [-0.82026, 3.07682, 3.25593], [-1.21218, 1.53234, 2.65136], [-2.46581, 2.48736, 3.49002], [-3.14118, 4.63754, 1.92555], [-2.72999, 4.80733, 0.34120], [-3.75496, 7.08494, -3.23401], [-2.46735, 6.53477, -3.55106], [-1.30438, 7.33207, -3.45531], [0.05086, 6.63042, -3.70517], [1.02439, 7.64216, -4.09484], [2.27723, 7.35542, -4.77765], [3.25797, 6.56672, -3.87758], [3.97911, 7.39847, -2.97532], [4.82165, 6.61765, -2.15930], [-4.63200, 6.44220, -3.15799], [-4.01436, 7.96298, -3.82549], [-3.55715, 7.63237, -2.31245], [-1.31475, 7.75259, -2.44975], [-1.40306, 8.05903, -4.26146], [-0.13473, 5.84531, -4.43816], [0.39067, 6.07015, -2.83412], [1.22522, 8.32444, -3.37771], [2.79500, 8.21621, -5.20081], [2.25730, 6.77070, -5.69734], [4.03872, 6.17786, -4.53127], [2.92990, 5.61536, -3.45878], [5.47225, 6.06772, -2.83929], [4.18357, 5.86594, -1.69466], [5.39321, 7.21973, -1.45295], [5.72313, -3.41246, 7.77541], [5.25789, -3.39033, 6.46513], [6.13281, -2.65633, 5.54544], [5.81307, -2.89617, 4.03953], [4.63237, -2.09277, 3.53614], [4.12827, -2.40845, 2.23411], [3.11083, -3.60161, 2.13969], [1.87453, -3.45171, 2.81657], [1.75652, -4.18342, 4.03574], [6.72050, -3.85024, 7.81660], [5.01048, -3.99153, 8.36270], [5.71545, -2.42058, 8.22730], [7.16005, -2.90931, 5.80790], [6.06746, -1.59084, 5.76580], [5.67491, -3.97727, 4.02415], [6.71775, -2.74631, 3.45031], [3.94800, -1.97586, 4.26968], [5.06970, -2.47649, 1.68897], [3.52349, -1.64297, 1.74791], [3.65392, -4.52919, 2.32070], [2.99713, -3.69863, 1.05998], [2.63088, -3.89524, 4.61930], [1.68687, -5.26676, 3.93774], [0.88712, -3.76799, 4.54532], [-6.17285, -6.75234, 2.15711], [-5.22164, -6.08025, 1.38251], [-5.72206, -5.12132, 0.43139], [-4.54673, -4.79509, -0.58752], [-3.84315, -6.03771, -0.90753], [-2.47790, -5.85268, -1.33619], [-2.24830, -4.70099, -2.43159], [-0.94888, -4.73855, -3.11787], [-0.58790, -6.01546, -3.64516], [-6.87468, -6.05160, 2.60933], [-5.91543, -7.15995, 3.13469], [-6.78215, -7.37216, 1.49932], [-6.12580, -4.26751, 0.97553], [-6.57995, -5.47309, -0.14164], [-3.88222, -4.05542, -0.14096], [-4.92891, -4.64013, -1.59648], [-3.81004, -6.50242, -0.01140], [-2.11371, -6.79088, -1.75483], [-1.87764, -5.68497, -0.44197], [-2.26675, -3.67803, -2.05566], [-3.03565, -4.92296, -3.15192], [-1.35590, -6.63199, -4.11224], [-0.12183, -6.59037, -2.84492], [0.07575, -5.80296, -4.48331], [2.05485, 1.15033, -3.23785], [1.44976, -0.10498, -3.62674], [2.00819, -1.20770, -2.94807], [3.13651, 1.07628, -3.35034], [2.02776, 1.24547, -2.15234], [1.75892, 2.03790, -3.79707], [1.68480, -0.37548, -4.65615], [0.36222, -0.17125, -3.59605], [1.36350, -1.91873, -2.92768]],
  "de_lowest_kj_mol": 396.8,
  "total_charge": 0,
  "total_energy_ha": -1772.2014,
  "max_force_ha_per_bohr": 0.0656,
  "smiles": "COC[C@H](C)N.COCCNCCOC.COCCNCCOC.COCCNCCOC.CCO"
}

{
  "formula": "C12H19NO2",
  "method": "ωB97M-V/def2-TZVPD",
  "elements": ["C", "C", "N", "C", "C", "C", "O", "H", "H", "H", "H", "H", "H", "H", "H", "H", "H", "H", "C", "C", "C", "C", "C", "O", "C", "C", "H", "H", "H", "H", "H", "H", "H", "H"],
  "coordinates": [[-0.92236, 3.42183, -2.16872], [0.32103, 2.81669, -3.00954], [0.31553, 1.38321, -2.72479], [-0.57557, 0.69278, -3.66041], [1.38617, 0.67156, -2.20427], [2.79382, 1.03432, -2.58181], [1.09785, -0.30393, -1.53605], [-1.62292, 3.90118, -2.84818], [-0.34209, 3.96111, -1.42893], [-1.50748, 2.66053, -1.65615], [0.09818, 3.05655, -4.04648], [1.20555, 3.38198, -2.74460], [-0.40168, -0.38719, -3.61244], [-1.58033, 0.84195, -3.25860], [-0.47334, 0.84534, -4.73362], [3.46497, 1.15557, -1.73532], [3.14030, 0.42864, -3.41419], [2.80589, 2.06534, -2.95356], [0.06296, -2.58312, 5.04947], [-0.29463, -2.01827, 3.71572], [0.67246, -1.86904, 2.72592], [0.32936, -1.30661, 1.50626], [-0.94048, -0.80474, 1.26750], [-1.28524, 0.06605, 0.29246], [-1.97115, -1.18143, 2.14338], [-1.58143, -1.59140, 3.42094], [0.31014, -1.89969, 5.86726], [0.97142, -3.19607, 4.96433], [-0.64907, -3.32157, 5.42855], [1.66978, -2.28464, 2.78631], [1.09272, -1.28448, 0.73456], [-0.75568, 0.01250, -0.51952], [-2.98255, -1.07766, 1.78630], [-2.46612, -1.85273, 3.99749]],
  "de_lowest_kj_mol": 152.2,
  "total_charge": 0,
  "total_energy_ha": -673.8262,
  "max_force_ha_per_bohr": 0.0509,
  "smiles": "CCN(C)C(C)=O.Cc1ccc(O)cc1"
}